{
  "formula": "C32H68O13",
  "method": "ωB97M-V with the def2-TZVPD basis set",
  "elements": ["C", "C", "O", "C", "C", "O", "H", "H", "H", "H", "H", "H", "H", "H", "C", "C", "O", "C", "C", "O", "H", "H", "H", "H", "H", "H", "H", "H", "C", "C", "O", "C", "C", "O", "H", "H", "H", "H", "H", "H", "H", "H", "C", "C", "O", "C", "C", "O", "H", "H", "H", "H", "H", "H", "H", "H", "C", "C", "O", "C", "C", "O", "H", "H", "H", "H", "H", "H", "H", "H", "C", "O", "C", "C", "O", "C", "C", "O", "C", "H", "H", "H", "H", "H", "H", "H", "H", "H", "H", "H", "H", "H", "H", "C", "C", "C", "C", "C", "C", "H", "H", "H", "H", "H", "H", "H", "H", "H", "H", "H", "H", "H", "H"],
  "xyz": [[-5.0799, 0.0799, 1.4540], [-6.0521, 0.8016, 2.3588], [-5.9332, 2.2265, 2.2019], [-6.5652, 2.7750, 1.1551], [-6.4305, 4.2694, 1.1251], [-7.1461, 2.1426, 0.3140], [-5.0669, 0.4680, 0.4412], [-5.2252, -1.0020, 1.4521], [-4.0711, 0.1820, 1.8759], [-7.0787, 0.4808, 2.1794], [-5.8258, 0.6528, 3.4113], [-5.4151, 4.5397, 1.4030], [-7.1229, 4.7316, 1.8285], [-6.7273, 4.5722, 0.1264], [0.8595, -3.9374, -4.9786], [-0.1830, -2.8565, -5.2287], [0.3688, -1.8485, -6.0570], [0.2453, -1.9404, -7.3930], [1.0630, -0.8607, -8.0660], [-0.4096, -2.7808, -7.9459], [1.7854, -3.4987, -4.6162], [1.0486, -4.4817, -5.9067], [0.4362, -4.6823, -4.3024], [-1.0933, -3.3304, -5.5999], [-0.4707, -2.3958, -4.2829], [0.5571, -0.5823, -8.9846], [2.0867, -1.2044, -8.1733], [1.0048, -0.0035, -7.3967], [1.6923, 3.6604, -5.0605], [0.1996, 3.6148, -4.8563], [-0.4827, 3.9566, -6.0759], [-0.6720, 2.9700, -6.9460], [-1.4453, 3.4187, -8.1567], [-0.2990, 1.8362, -6.7524], [2.0153, 4.6960, -5.2116], [1.9767, 3.1180, -5.9594], [2.2435, 3.2865, -4.1984], [-0.1033, 2.5997, -4.5903], [-0.1691, 4.3050, -4.1056], [-0.8438, 4.0489, -8.8063], [-2.3565, 3.9301, -7.8472], [-1.7686, 2.5304, -8.6953], [5.1353, -3.7911, -1.3162], [5.3610, -2.5178, -0.5551], [4.8140, -2.7226, 0.7477], [4.9160, -1.7059, 1.6253], [4.4273, -2.0984, 2.9948], [5.4463, -0.6604, 1.3661], [5.6404, -3.7796, -2.2844], [4.0733, -3.9614, -1.4879], [5.5477, -4.6364, -0.7642], [6.4152, -2.2605, -0.4552], [4.8341, -1.6884, -1.0182], [5.2698, -2.0954, 3.6878], [4.0269, -3.1067, 3.0214], [3.6899, -1.3751, 3.3313], [-2.1121, -3.9614, 4.4283], [-0.6158, -3.7432, 4.5572], [0.0314, -5.0014, 4.3591], [1.3519, -4.9586, 4.1378], [1.9045, -6.3380, 3.9444], [1.9938, -3.9394, 4.1303], [-2.3985, -4.8084, 5.0585], [-2.3951, -4.2401, 3.4136], [-2.6316, -3.0750, 4.7836], [-0.2630, -3.0470, 3.8000], [-0.4272, -3.3683, 5.5651], [1.2714, -6.8829, 3.2491], [1.8915, -6.8616, 4.9048], [2.9523, -6.3050, 3.6642], [1.8845, -0.3698, -3.3929], [1.7438, 0.2082, -2.0941], [2.9886, 0.6276, -1.5600], [2.8064, 0.9952, -0.1034], [2.4488, -0.0499, 0.7734], [1.0851, -0.4536, 0.7451], [1.0483, -1.6276, 1.7206], [-0.1428, -2.3956, 1.7070], [-1.3221, -1.6342, 1.8175], [2.4477, 0.2839, -4.0732], [0.8883, -0.4211, -3.8208], [2.3959, -1.3270, -3.2650], [3.2561, 1.5636, -2.0729], [3.7205, -0.1670, -1.7101], [2.0068, 1.7534, -0.0874], [3.7032, 1.4742, 0.2877], [0.8221, -0.8026, -0.2532], [0.4332, 0.3747, 1.0403], [1.4014, -1.3532, 2.7214], [1.8047, -2.3217, 1.3396], [-1.3536, -0.7813, 1.1326], [-1.4508, -1.2845, 2.8515], [-2.1990, -2.2201, 1.5368], [-2.8088, 3.5647, 7.2921], [-2.4921, 4.0736, 5.9043], [-1.1921, 3.5230, 5.3131], [-1.1106, 3.7293, 3.8065], [0.2938, 3.5727, 3.2255], [0.2300, 3.4146, 1.7158], [-2.1663, 3.9864, 8.0749], [-2.6314, 2.4858, 7.3751], [-3.8436, 3.7096, 7.6039], [-3.3017, 3.6634, 5.2766], [-2.6013, 5.1544, 5.8033], [-1.1678, 2.4590, 5.5695], [-0.3197, 3.9729, 5.8018], [-1.8293, 3.0604, 3.3200], [-1.4666, 4.7431, 3.5824], [0.8679, 4.4663, 3.4766], [0.7867, 2.6958, 3.6540], [-0.3112, 4.2619, 1.2892], [1.2022, 3.3569, 1.2206], [-0.2522, 2.4761, 1.4327]],
  "forces_ev_per_angstrom": [[1.00, -0.29, 0.63], [-0.19, -0.09, -0.14], [-0.11, 0.10, 0.21], [0.06, 0.11, -0.16], [-0.19, -0.24, 0.05], [-0.19, -0.28, 0.01], [-0.24, -0.05, -0.08], [-0.43, 0.07, -0.15], [-0.04, 0.25, -0.21], [-0.02, 0.20, -0.10], [0.06, -0.18, 0.00], [0.00, 0.23, -0.15], [0.05, -0.09, 0.14], [0.29, 0.25, -0.04], [-0.52, -0.18, -0.47], [-0.05, -0.98, 0.68], [-0.07, 0.42, 0.16], [0.23, -0.06, -0.26], [-1.00, 0.13, 0.82], [-0.12, -0.15, -0.02], [0.04, -0.15, 0.21], [0.16, 0.17, -0.05], [0.26, 0.14, 0.29], [0.09, 0.35, -0.56], [0.20, 0.32, -0.09], [0.37, -0.20, -0.30], [0.06, 0.05, -0.27], [0.37, 0.09, -0.12], [0.30, 0.85, -0.11], [-0.06, -0.87, -0.04], [-0.05, 0.66, 0.17], [-0.17, -0.50, -0.14], [-0.36, -0.49, 0.09], [0.00, 0.14, -0.13], [-0.02, -0.06, 0.02], [-0.01, -0.27, 0.12], [-0.11, -0.18, 0.01], [-0.03, 0.12, 0.11], [0.07, 0.16, 0.00], [-0.02, 0.13, 0.06], [0.20, 0.31, 0.02], [0.23, 0.00, -0.10], [0.21, -0.39, -0.24], [-0.07, 0.16, 0.07], [-0.31, -0.10, 0.27], [0.47, -0.38, 0.46], [0.07, -0.24, -0.11], [-0.02, 0.31, -0.30], [-0.05, 0.18, 0.01], [-0.03, -0.05, 0.06], [-0.10, -0.02, 0.04], [0.02, 0.04, -0.08], [0.13, 0.17, -0.05], [0.06, 0.29, -0.09], [-0.28, 0.10, -0.13], [-0.02, -0.01, 0.07], [0.31, -0.68, 0.16], [-0.71, 0.32, -0.04], [0.02, -0.19, -0.01], [0.14, 0.06, 0.14], [0.12, -0.13, 0.45], [0.01, 0.03, -0.01], [-0.07, 0.15, 0.09], [-0.04, 0.30, -0.07], [-0.17, 0.05, -0.21], [0.13, 0.02, 0.23], [0.41, -0.03, -0.07], [0.19, -0.13, -0.08], [-0.28, 0.03, -0.04], [-0.09, 0.13, -0.40], [-0.01, 0.73, 0.57], [-0.08, 0.00, -0.38], [-0.60, 0.15, 0.06], [-0.80, 0.41, 0.04], [0.26, -0.13, -0.07], [0.35, -0.25, 0.25], [0.63, -0.58, -0.64], [-0.31, 0.25, -0.35], [-0.33, 0.30, 0.13], [0.20, -0.08, 0.18], [-0.04, -0.50, 0.06], [-0.17, -0.16, -0.47], [0.53, -0.23, -0.07], [0.28, 0.15, 0.01], [0.09, -0.01, 0.03], [0.16, -0.24, 0.00], [-0.24, 0.06, 0.02], [0.08, 0.08, -0.05], [-0.50, 0.20, 0.12], [0.02, 0.03, 0.17], [0.22, 0.07, 0.13], [-0.09, 0.16, -0.10], [0.26, -0.41, 0.18], [0.47, -0.25, 1.01], [-0.83, -0.79, -0.67], [-0.08, 0.31, 0.41], [-0.07, 0.21, 0.19], [-0.29, -0.28, -0.22], [0.22, -0.03, -0.33], [-0.08, 0.19, -0.16], [-0.05, 0.04, -0.28], [-0.01, 0.25, -0.15], [0.14, 0.19, -0.11], [0.31, 0.08, 0.17], [0.17, -0.04, -0.17], [-0.05, 0.04, -0.01], [0.14, -0.09, -0.06], [0.03, -0.04, -0.05], [0.17, -0.12, 0.12], [0.07, 0.10, 0.14], [-0.09, -0.15, -0.18], [0.12, 0.26, 0.27], [-0.35, 0.15, 0.08]],
  "energy_ev": -60904.148,
  "fmax_ev_per_a": 1.32,
  "smiles": "CCOC(C)=O.CCOC(C)=O.CCOC(C)=O.CCOC(C)=O.CCOC(C)=O.COCCOCCOC.CCCCCC"
}



{
  "formula": "C17H17ClN3O8RuSe2",
  "method": "ωB97M-V with the def2-TZVPD basis set",
  "elements": ["Ru", "O", "Cl", "O", "O", "O", "O", "N", "O", "C", "C", "C", "C", "C", "C", "N", "C", "C", "N", "C", "C", "C", "C", "H", "H", "H", "H", "H", "H", "H", "O", "C", "C", "C", "O", "C", "Se", "C", "Se", "H", "H", "H", "H", "H", "H", "H", "H", "H", "H"],
  "xyz": [[0.4098, 0.1390, -0.4936], [-0.7228, -3.7813, -0.8160], [-0.2823, -2.4434, -0.8250], [0.9970, -2.2707, -0.1192], [-1.2286, -1.5273, -0.1178], [-0.1329, -1.9221, -2.1682], [5.2530, 1.8664, 4.9581], [4.6174, 0.9152, 4.5702], [4.5400, -0.1606, 5.1263], [3.8594, 1.0793, 3.3064], [4.3643, 1.9604, 2.4249], [3.7344, 2.1519, 1.1501], [4.2322, 2.9995, 0.1488], [3.5605, 3.0799, -1.0450], [2.4057, 2.3134, -1.2366], [1.9172, 1.5102, -0.3024], [2.5760, 1.4361, 0.8767], [2.0078, 0.5733, 1.8528], [0.8202, 0.0262, 1.5023], [0.2511, -0.8303, 2.3384], [0.8374, -1.1650, 3.5610], [2.0252, -0.5926, 3.9358], [2.6468, 0.3271, 3.0673], [5.2579, 2.5146, 2.6769], [5.1324, 3.5744, 0.3260], [3.9132, 3.7155, -1.8443], [1.8742, 2.3316, -2.1731], [-0.6953, -1.2475, 2.0310], [0.3433, -1.8791, 4.2035], [2.4852, -0.8479, 4.8761], [0.2744, 0.7402, -2.8223], [-0.1728, 1.7980, -3.6810], [-1.4324, 2.5317, -3.2138], [-1.5826, 3.7648, -4.1178], [-1.6336, 3.3079, -5.4556], [-2.7285, 1.7300, -3.3213], [-2.8016, 0.2887, -2.0291], [-1.2581, 3.0245, -1.7764], [-1.6286, 1.6118, -0.4748], [0.1612, -0.1254, -3.2342], [-0.3014, 1.4279, -4.6951], [0.6272, 2.5442, -3.7047], [-0.7336, 4.4424, -3.9622], [-2.4978, 4.2984, -3.8420], [-1.7889, 4.0502, -6.0477], [-2.8470, 1.2839, -4.3078], [-3.5777, 2.3871, -3.1387], [-1.9492, 3.8360, -1.5495], [-0.2413, 3.3581, -1.5716]],
  "forces_ev_per_angstrom": [[-1.62, 1.58, 1.39], [-0.05, 0.35, 0.25], [0.36, -0.15, -0.45], [-0.14, -0.02, -0.55], [0.72, 0.11, -0.61], [-0.10, -0.69, 0.01], [0.08, 0.00, -0.05], [-0.23, -0.01, 0.08], [0.08, 0.01, -0.06], [-0.02, -0.09, 0.06], [-0.02, 0.06, -0.16], [0.19, 0.05, 0.07], [0.05, 0.06, 0.03], [-0.09, 0.00, 0.04], [0.18, 0.07, 0.09], [0.15, -0.08, -0.78], [-0.06, 0.12, 0.06], [-0.10, 0.08, 0.02], [-0.18, -0.91, -0.01], [-0.06, 0.24, 0.21], [-0.06, 0.11, -0.02], [0.04, 0.01, 0.06], [0.06, 0.01, 0.18], [0.00, -0.01, 0.00], [0.00, -0.02, -0.02], [-0.01, -0.01, -0.01], [0.04, -0.05, -0.04], [0.05, -0.09, -0.05], [-0.01, 0.01, 0.00], [-0.01, 0.00, 0.01], [0.18, -0.47, 0.15], [0.02, -0.01, 0.10], [-0.02, 0.01, -0.01], [0.09, 0.04, -0.01], [-0.01, 0.01, 0.04], [-0.07, 0.18, -0.05], [-0.11, -0.13, 0.14], [-0.12, 0.03, -0.02], [0.95, -0.40, 0.20], [-0.16, 0.00, -0.07], [-0.03, -0.07, 0.02], [0.02, -0.02, -0.13], [0.01, 0.00, -0.01], [0.00, 0.01, 0.02], [0.00, 0.00, 0.00], [0.05, -0.01, -0.01], [-0.01, 0.02, -0.07], [-0.02, -0.01, -0.01], [-0.01, 0.07, -0.02]],
  "energy_ev": -184536.571,
  "charge": 1,
  "fmax_ev_per_a": 2.65
}